No. 1
Below is C31H45CaN6S2Sb2 as an isolated structure in a non-equilibrium geometry, with properties calculated with wB97M-V/def2-TZVPD.

CARTESIAN COORDINATES (ANGSTROEM)
1 Sb 1.32522 -1.24657 -2.53031
2 Sb 1.46982 -0.98867 1.62379
3 Ca -1.27768 -0.72067 0.00149
4 S -2.70768 -4.95067 1.75789
5 S -1.95198 -2.50227 -2.52291
6 N -4.11428 -1.88187 -3.81841
7 N -2.70308 -0.11737 -3.42651
8 N -3.43168 -0.41407 -0.34421
9 N -1.65028 0.49993 -2.73961
10 N -1.61548 1.48253 0.60999
11 N -1.72548 -2.63487 1.35219
12 C -2.80668 1.83783 0.25259
13 C 2.55092 0.78033 2.20939
14 C 0.92752 -2.73227 -4.04111
15 C 0.61872 3.93613 3.16539
16 C -5.56698 -0.09767 -1.01231
17 C -3.71438 0.93253 -0.32081
18 C -2.14728 -4.04617 3.10309
19 C -2.13388 1.35293 3.41049
20 C 3.35172 -2.03937 -2.30431
21 C 5.16512 -0.39427 -1.97341
22 C -3.43128 2.12193 3.67349
23 C -4.55088 -1.01897 -0.73861
24 C 4.11132 -1.30267 -0.01171
25 C -0.87228 2.33923 1.44539
26 C 5.95902 0.25013 0.18359
27 C 0.28062 3.34793 -0.56041
28 C 1.43712 2.46873 -1.03321
29 C -2.97938 -1.43277 -3.26441
30 C 1.70102 -1.88757 3.59339
31 C 6.02032 0.36103 -1.19511
32 C -1.66888 -2.84027 2.69419
33 C -2.25048 -3.65017 0.73909
34 C 0.80642 4.02133 1.79659
35 C 1.96542 0.18513 -4.03171
36 C 0.06402 3.23723 0.92419
37 C -5.04068 1.15103 -0.74071
38 C 3.11272 -2.13827 0.69689
39 C 4.20812 -1.23377 -1.40961
40 C -1.07958 2.25763 2.82949
41 C 5.02082 -0.58247 0.75979
42 C -0.32728 3.06393 3.67209
43 H -1.08688 1.04323 -3.39321
44 H 2.75492 -1.84487 3.86219
45 H -3.23608 3.00153 4.28179
46 H 3.76702 -2.06127 -3.31061
47 H 5.00032 -0.70467 1.83509
48 H -0.63108 3.05823 -1.08711
49 H -4.80318 -1.28367 -4.24301
50 H 0.65332 -3.67667 -3.58021
51 H -4.28318 -2.87237 -3.79811
52 H -1.28038 -2.06507 3.33579
53 H 3.25542 -3.06377 -1.94781
54 H 0.49212 4.38793 -0.81381
55 H 6.64702 0.80033 0.80489
56 H 2.35212 -0.36767 -4.88201
57 H -4.13928 1.48583 4.19639
58 H -3.48018 0.47223 -3.71971
59 H 5.26372 -0.36477 -3.04801
60 H -4.61128 -2.09167 -0.81501
61 H 0.10732 -2.40347 -4.67021
62 H 3.58572 -2.67437 1.51759
63 H -0.49378 3.00283 4.73809
64 H 3.09042 0.58773 3.13179
65 H -2.01728 1.11943 -2.01511
66 H -2.20338 -4.45257 4.09349
67 H 2.36612 2.79593 -0.57651
68 H 1.54162 4.70243 1.39559
69 H -3.88828 2.44633 2.74219
70 H 1.84962 1.59073 2.36669
71 H 1.14952 0.82103 -4.36951
72 H -1.77198 0.95283 4.36099
73 H 2.62942 -2.86267 0.04439
74 H 3.25552 1.06003 1.43349
75 H 1.19462 4.55633 3.83419
76 H -2.39228 -3.69007 -0.32651
77 H 6.75102 1.00563 -1.65981
78 H -6.56548 -0.32107 -1.33301
79 H -2.34728 0.51603 2.73209
80 H 1.36952 -2.92327 3.61009
81 H 2.75482 0.80003 -3.61421
82 H -3.16498 2.85513 0.43909
83 H 1.26132 1.42543 -0.76231
84 H 1.53612 2.53763 -2.11331
85 H -5.52968 2.10283 -0.82181
86 H 1.13132 -1.31417 4.32299
87 H 1.81772 -2.86357 -4.65291

Forces on atoms 1 to 2 (eV/Å):
0.69 -0.29 -0.65
1.11 0.02 0.76

## Properties
HOMO	-0.376	Ha
E_LUMO	-2.0979	eV
energy above the lowest of the compared OMol25 structures with the same formula, charge and spin	0.3320	eV
charge	+1
Kohn-Sham gap	8.1206	eV
E_tot	-3491.15658	Ha

No. 2
Below is C31H45ClF5OPTi as an isolated structure in a non-equilibrium geometry, with properties calculated with wB97M-V/def2-TZVPD.

CARTESIAN COORDINATES (ANGSTROEM)
1 Ti -0.66573 0.21017 1.93251
2 Cl -2.71756 1.04354 1.28702
3 P -0.46358 0.21629 -0.88428
4 F 4.39490 -1.69235 4.44338
5 F 1.98662 3.03064 2.99233
6 F 4.84726 0.58870 5.89248
7 F 2.67021 -1.63153 2.30107
8 F 3.70826 2.96422 5.13276
9 O 1.16604 0.65293 1.88090
10 C 2.01084 -1.82258 -3.66310
11 C -2.10922 -1.94193 -1.67175
12 C -2.40464 0.18979 -3.04387
13 C 0.56992 4.77226 -1.93521
14 C 0.40061 2.83291 -0.25604
15 C 4.03912 0.62916 4.81870
16 C -0.86279 1.09445 3.67739
17 C 0.96997 -0.67848 -1.68741
18 C -3.79801 -0.27819 -3.48086
19 C 3.39932 -1.32353 -3.24689
20 C -1.97979 -1.05418 4.49609
21 C 0.26412 4.34451 -0.49534
22 C -0.37115 2.03583 -1.31980
23 C 3.78966 -0.53791 4.08874
24 C -0.52879 -1.77771 1.82751
25 C -3.49582 -2.42734 -2.11862
26 C -0.54668 -3.04442 2.57611
27 C 2.90693 -0.50700 3.03037
28 C 0.88202 -0.89352 -3.20077
29 C 2.56375 1.86007 3.37936
30 C -0.07265 3.86788 -2.99518
31 C 0.15625 2.37771 -2.71781
32 C 3.44446 1.83589 4.43963
33 C -1.86588 -2.56617 4.69030
34 C 2.31967 -0.05166 -1.29861
35 C -3.95827 -1.80225 -3.44167
36 C 2.19558 0.66983 2.72442
37 C -0.81145 -0.43778 3.76041
38 C 3.48857 -0.93059 -1.76543
39 C -2.04298 -0.40893 -1.68091
40 C -1.84410 -3.32187 3.36543
41 H 0.92263 4.87680 0.20213
42 H -0.37797 -3.91439 1.90921
43 H 2.37406 0.09719 -0.20989
44 H 1.65782 4.78002 -2.08352
45 H 0.30524 -3.06021 3.28548
46 H -2.90127 -0.80348 3.95118
47 H -1.34457 -2.36107 -2.34219
48 H 0.96472 0.07403 -3.71843
49 H -3.48375 -3.51929 -2.20900
50 H 0.00036 1.65904 4.04475
51 H -2.79417 -0.04599 -0.95727
52 H 0.91373 -1.67126 -1.20060
53 H 0.31894 4.11587 -3.98859
54 H -2.08186 -0.58002 5.48952
55 H 0.03580 2.61012 0.76109
56 H -1.88687 -2.31943 -0.66246
57 H -2.71491 -2.90725 5.29147
58 H -1.66279 -0.10850 -3.80057
59 H -5.00967 -2.05760 -3.61576
60 H 1.84033 -2.81632 -3.22603
61 H -4.00380 0.09678 -4.49028
62 H 1.46504 2.54898 -0.27846
63 H -4.53812 0.17930 -2.81000
64 H -1.82262 1.56329 3.91695
65 H 2.40957 0.94664 -1.75323
66 H 1.96002 -1.93633 -4.75238
67 H -4.22092 -2.17582 -1.33268
68 H -1.91625 -4.39624 3.57541
69 H -1.43226 2.33980 -1.25740
70 H -2.71606 -3.04143 2.76328
71 H -0.95046 -2.78400 5.25536
72 H 4.14141 -2.10063 -3.46126
73 H 3.66730 -0.45566 -3.86469
74 H -1.15541 4.05452 -3.01789
75 H 0.16834 -0.85418 4.05384
76 H 0.22615 5.80214 -2.08387
77 H 3.50684 -1.83940 -1.14775
78 H -3.38724 -2.24438 -4.26902
79 H 4.42952 -0.39935 -1.57932
80 H -0.19129 -1.97504 0.78914
81 H -0.08492 -1.32612 -3.48777
82 H -2.39584 1.28856 -3.00198
83 H -0.33683 1.78254 -3.49915
84 H 1.23201 2.15404 -2.77662
85 H -0.76501 4.63687 -0.24415

Forces on atoms 1 to 2 (eV/Å):
-0.46 -0.40 -2.56
-1.02 0.37 -0.37

## Properties
HOMO (alpha / beta)	-0.138 / -0.139	Ha
expectation value of S²	0.76
E_LUMO (alpha / beta)	2.5714 / 2.5709	eV
charge	-1
multiplicity	2
Kohn-Sham gap (alpha / beta)	6.3380 / 6.3430	eV
E_tot	-3433.84232	Ha